1.
# C9H13O2PS2

The molecule C9H13O2PS2 in a non-equilibrium geometry (ωB97M-V/def2-TZVPD, OMol25).

## Properties
SMILES string = COP(=S)(OC)C(=S)C1C=CCC=C1
electronic energy = -44595.9854 eV
charge = 0
HOMO = -8.55 eV

Geometry as XYZ:
```
27
Properties=species:S:1:pos:R:3:forces:R:3
C 0.042202 -2.237840 -0.233403 -0.4336 -3.1862 -1.0832
O 0.485177 -0.993087 0.282540 0.0368 -0.0930 -0.3477
P 1.810169 -0.399814 -0.389362 1.8634 -0.5791 0.4168
S 2.309598 -1.032684 -2.147356 -0.3783 0.4627 0.3525
O 2.999321 -0.788574 0.606468 0.2235 -0.7940 -0.9325
C 3.023760 -0.812628 2.027475 -0.5425 -1.2823 -0.0481
C 1.709138 1.423161 -0.163316 -0.6221 -0.9631 -1.4383
S 3.029347 2.229282 0.200222 0.3728 0.5083 0.4571
C 0.414148 1.991749 -0.663884 -0.7504 -1.3633 -1.0529
C -0.608954 1.805715 0.416977 0.0060 -0.3020 -1.9945
C -1.805195 1.269744 0.251773 -0.3624 1.1152 2.2410
C -2.329868 0.685505 -0.992650 -0.5595 1.9826 -1.8639
C -1.300318 0.840533 -2.099457 -0.0966 -1.3661 -0.7783
C -0.100895 1.415474 -1.990024 -1.4537 -0.3485 1.0688
H -0.848867 -2.618099 0.363236 0.5171 1.2962 -1.1433
H 0.722852 -3.138935 -0.010168 -0.1108 1.6774 -0.3241
H -0.041239 -2.240602 -1.424105 -0.3008 0.2502 2.7668
H 3.427362 -1.928010 2.383367 -1.2746 3.2480 -0.7000
H 1.985056 -0.511631 2.302074 0.7221 -0.8974 0.8073
H 3.655871 0.034009 2.281201 0.4403 -0.4014 0.6102
H 0.498973 3.033836 -0.702983 0.5695 1.7727 -0.5250
H -0.197542 2.325999 1.218279 -0.3174 0.3353 2.2678
H -2.399503 1.290192 1.190457 -0.0881 -0.2150 -0.9387
H -2.783048 -0.224340 -0.722593 0.1490 -2.0138 -0.2915
H -3.259159 1.172564 -1.466697 1.0442 0.1111 1.1901
H -1.485087 0.463319 -3.158510 -0.3987 0.4020 1.6550
H 0.309700 1.410346 -2.962233 1.7450 0.6435 -0.3714
```
Forces are in eV/Å.

---

2.
# C4H8O3

A cluster of 2 separate species, C4H8O3 in total (ωB97M-V/def2-TZVPD, OMol25).

## Properties
SMILES string = C[C@@H]1CO1.O=CO
electronic energy = -10419.2288 eV
charge = 0
HOMO = -10.38 eV

Geometry as XYZ:
```
15
Properties=species:S:1:pos:R:3:forces:R:3
C -2.087703 1.285806 -0.570783 -0.0208 0.0105 0.0030
C -0.681466 0.771766 -0.534339 -0.1346 0.1266 -0.2308
C -0.389405 -0.655483 -0.611914 -0.0932 -0.1921 -0.2522
O -0.316713 0.043308 0.643946 0.1083 -0.0480 0.0485
H -2.753304 0.526529 -0.147976 0.0250 0.1608 -0.1279
H -2.371155 1.488955 -1.609841 -0.0469 -0.0111 0.1969
H -2.191679 2.206581 0.010366 0.0136 -0.0936 -0.0888
H 0.105879 1.447695 -0.873961 -0.1654 -0.0658 0.0428
H 0.544420 -1.009005 -1.035255 -0.0442 0.1579 0.2285
H -1.187630 -1.390809 -0.648956 -0.0820 0.1945 -0.0261
O 1.809627 -2.082764 0.509621 0.3732 0.4014 0.3663
C 2.523508 -1.260222 1.037802 0.0138 -0.4215 -0.1351
O 2.197866 -0.018359 1.369014 -0.0553 -0.1754 -0.0416
H 3.566809 -1.474589 1.302101 0.0287 0.0684 0.0257
H 1.230942 0.120584 1.160175 0.0797 -0.1126 -0.0091
```
Forces are in eV/Å.

---

3.
# C16H19F3N4O4

The molecule C16H19F3N4O4 in a non-equilibrium geometry (ωB97M-V/def2-TZVPD, OMol25).

## Properties
SMILES string = COCCNC(=O)C(=O)N/N=C(\C)CC(=O)Nc1cccc(C(F)(F)F)c1
electronic energy = -39188.2298 eV
charge = 0
HOMO = -8.70 eV

Geometry as XYZ:
```
46
Properties=species:S:1:pos:R:3:forces:R:3
C 5.787533 -3.027017 3.275903 0.3046 5.9071 3.5323
O 4.371994 -2.897574 3.380529 5.5505 -2.9532 9.3360
C 3.651315 -2.600539 2.407462 -2.8982 0.1451 -3.7940
C 3.744582 -0.987842 2.185207 4.9715 -9.5429 -13.0422
N 2.803607 -0.896697 1.092581 6.2853 1.4078 -0.4172
C 3.105620 -0.778306 -0.136940 6.3846 5.3400 -7.9124
O 4.328159 -0.466503 -0.754052 -5.1854 -2.4593 3.7460
C 1.998435 -0.279434 -1.153912 -5.4030 -3.0376 0.5060
O 0.716360 -0.346772 -0.678253 6.6068 1.0483 -2.8211
N 2.333725 -0.124175 -2.591349 -3.9611 -2.8682 7.1770
N 1.473718 0.473922 -3.373052 -6.2872 0.1348 -1.4200
C 0.239772 -0.123175 -3.416641 5.3900 -3.4526 -3.4245
C 0.013255 -1.711509 -3.298287 3.3853 2.3085 6.3764
C -0.831982 0.391333 -4.236976 -0.4570 2.5882 -5.6747
C -2.012890 0.686081 -3.414550 3.8435 0.8029 1.2728
O -3.022182 1.113196 -3.818293 -3.7890 0.4835 -1.3173
N -1.625336 0.634634 -2.113445 -4.0362 0.7942 1.9905
C -2.518092 1.035678 -1.082769 -2.9928 -0.0162 0.0543
C -3.828264 1.550856 -1.266280 7.3965 -1.0672 15.9871
C -4.677192 1.790912 0.202019 -3.8890 0.7470 -16.8818
C -4.143253 1.639907 1.248400 10.6420 -1.4678 6.5043
C -2.616855 1.382294 1.263907 -2.2655 -2.9134 4.5872
C -2.101508 1.118685 2.824230 -2.1952 -3.5207 -3.0615
F -3.028752 0.391291 3.595774 -0.0209 1.1651 -1.0520
F -1.044948 0.316635 2.921252 1.2304 -0.1880 -0.7556
F -1.852087 2.186048 3.425364 0.5923 3.5645 1.9450
C -1.986669 0.741177 0.263995 -1.3419 3.6412 -1.9796
H 6.117018 -1.893502 3.105967 0.1044 -2.2985 0.2657
H 6.452161 -3.371740 4.166470 -2.1986 0.2170 -1.2457
H 5.978618 -3.507286 2.440198 1.2982 -2.7615 -4.0735
H 4.061585 -3.312261 1.592381 -1.4812 1.6653 -0.5279
H 2.662494 -2.939226 2.814615 -0.1502 0.6120 -1.5104
H 3.404343 -0.665652 2.955067 -2.9225 4.9556 9.4116
H 4.795355 -1.179114 1.586553 -2.1131 2.4927 2.2452
H 1.916887 -0.990761 1.132052 -8.0986 -0.7561 1.6694
H 3.233023 0.085740 -2.656040 5.0413 1.3270 -0.6904
H -0.319976 -1.629230 -2.168734 0.3964 -0.9203 -1.6394
H 0.956774 -2.379228 -3.181474 -1.4793 1.4311 -0.7159
H -0.797360 -2.150455 -3.743787 -1.7039 -0.5841 -1.8145
H -0.472508 1.514978 -4.809313 -1.1662 -3.3704 1.7067
H -1.312364 -0.348194 -5.159691 2.0214 1.9447 2.5599
H -0.710318 0.733798 -1.779465 1.7339 -0.4322 -0.1556
H -4.265291 1.521840 -2.028486 -6.5020 0.2396 -11.3596
H -5.705046 2.046710 -0.054698 0.1357 -0.0889 0.6186
H -4.629118 1.830752 2.070658 -2.1175 0.7260 4.8537
H -0.960012 0.555840 0.193078 1.3408 -0.9902 0.9411
```
Forces are in eV/Å.

---

4.
# CsH2O

A structure of composition CsH2O in a non-equilibrium geometry (ωB97M-V/def2-TZVPD, OMol25).

## Properties
electronic energy = -2622.5265 eV
charge = +1
HOMO = -16.48 eV

Geometry as XYZ:
```
4
Properties=species:S:1:pos:R:3:forces:R:3
Cs -2.199250 0.540500 0.702250 -0.2089 0.1460 0.0283
O 0.528750 0.165500 -0.376750 -0.1095 -0.3118 0.4620
H 1.175750 0.044500 0.320250 0.5516 0.6989 0.4144
H 0.494750 -0.750500 -0.645750 -0.2332 -0.5332 -0.9047
```
Forces are in eV/Å.

---

5.
# C24H30N2OS6V

A structure of composition C24H30N2OS6V in a non-equilibrium geometry (ωB97M-V/def2-TZVPD, OMol25).

## Properties
electronic energy = -121101.1639 eV
charge = 0
HOMO (spin up / spin down) = -6.94 / -6.31 eV
<S²> = 1.13
multiplicity = 2

Geometry as XYZ:
```
64
Properties=species:S:1:pos:R:3:forces:R:3
V 0.198953 -0.832311 0.404632 0.0449 0.5652 -0.1510
C -3.728485 -0.575679 -0.887524 0.3375 -0.0977 0.1021
C -3.900052 0.931340 -0.811338 0.3332 0.1458 -0.0964
S -2.426149 1.896587 -1.245883 -0.0201 -0.1076 -0.1503
C -2.194310 1.458987 -3.002313 -0.1481 0.1375 0.3684
C -0.724490 1.603979 -3.372268 0.0379 -0.2227 0.2105
S 0.361823 0.337739 -2.654318 -0.0838 -0.1692 -0.1669
C -0.098110 -1.098432 -3.669983 0.0445 0.4227 0.1644
C 0.547431 -2.328746 -3.064040 0.0205 0.1091 0.2381
S 0.097192 -2.657095 -1.324512 -0.2906 -0.7263 -0.4827
C -1.655246 -3.131268 -1.529794 0.2314 0.0693 0.0307
C -2.390487 -2.897315 -0.221922 0.1537 0.2807 0.0693
S -2.406137 -1.142577 0.250200 -0.9641 0.0884 -0.1748
H -3.511931 -0.905727 -1.903687 -0.0351 0.0231 -0.0175
H -4.645027 -1.062374 -0.550429 -0.0184 -0.0329 -0.0593
H -4.095259 1.227892 0.220215 -0.1302 0.0186 -0.0265
H -4.736509 1.250466 -1.433254 -0.0923 -0.0717 0.0641
H -2.801297 2.130281 -3.611840 0.0198 -0.0553 -0.0850
H -2.541639 0.438324 -3.159185 0.0180 0.0026 -0.0970
H -0.331933 2.546543 -2.988347 0.0277 0.0300 -0.1004
H -0.594192 1.583868 -4.454269 0.0105 0.0995 -0.0175
H 0.268403 -0.956164 -4.687970 -0.0178 -0.1061 -0.0289
H -1.184063 -1.192111 -3.703850 -0.0043 -0.0500 -0.0489
H 1.632183 -2.218056 -3.049235 0.0101 -0.0603 -0.0204
H 0.293423 -3.226008 -3.626941 0.0616 -0.0439 0.0117
H -1.680507 -4.184498 -1.810855 -0.0225 0.0029 -0.0159
H -2.085727 -2.539538 -2.336260 -0.0484 -0.0130 0.0141
H -1.883094 -3.409867 0.598468 -0.0891 -0.0725 0.0073
H -3.417089 -3.257734 -0.277269 0.0077 -0.0628 0.0331
C 2.264203 -3.313164 0.894963 0.1064 0.1126 0.1639
C 1.776239 -2.017504 1.488235 -0.3816 -0.2139 -0.0722
N 2.083926 -0.850847 0.879039 -0.2600 0.7698 -0.7369
N 2.472205 0.222523 1.631454 1.0725 0.4168 0.9159
C 1.880818 1.344090 1.486033 0.2826 -0.2081 0.0196
S 0.479081 1.605425 0.513964 -0.0749 -0.6129 -0.3217
S 2.550430 2.732951 2.384175 -0.0082 0.0307 0.1970
C 2.463026 2.100496 4.092396 0.0831 0.0237 -0.3233
C 3.631582 1.303084 4.632879 -0.0237 0.0348 0.0054
C 4.771151 1.002546 3.900627 -0.0385 -0.0157 0.0366
C 5.803723 0.272394 4.474270 0.0204 0.0122 -0.0021
C 5.714309 -0.159783 5.788141 0.0559 -0.0179 -0.0081
C 4.583230 0.147105 6.530701 -0.0244 -0.0318 0.0690
C 3.551575 0.869845 5.955315 -0.0053 0.0047 -0.0498
C 1.386621 -1.988682 2.914393 -0.2476 0.2350 -0.0799
C 2.052605 -2.612975 3.960711 0.0174 0.0213 -0.1321
C 1.610992 -2.452630 5.264120 0.0407 -0.0251 0.1211
C 0.509378 -1.646205 5.524459 0.0381 -0.0110 0.0380
C -0.174070 -1.024141 4.494393 -0.1221 0.1393 -0.2977
C 0.240337 -1.210257 3.171413 0.4258 -0.5906 0.7354
O -0.436159 -0.714956 2.144338 -0.3215 -0.0191 0.1844
H 2.575145 -3.179374 -0.139269 0.0410 0.0059 -0.0010
H 1.505774 -4.095544 0.947333 0.0296 -0.0308 -0.0011
H 3.132199 -3.653114 1.469985 0.0286 -0.0393 -0.0620
H 1.543114 1.516938 4.160860 0.0136 -0.0051 0.0563
H 2.332976 3.002004 4.694090 -0.0448 -0.0326 0.0498
H 4.846240 1.333530 2.876090 -0.0515 -0.0011 -0.0884
H 6.685020 0.044072 3.886967 -0.0132 -0.0065 0.0063
H 6.521821 -0.728083 6.233429 -0.0105 0.0090 -0.0052
H 4.506598 -0.177827 7.561458 -0.0176 -0.0028 -0.0161
H 2.666567 1.103845 6.537138 -0.0100 -0.0171 0.0044
H 2.936013 -3.206092 3.754394 -0.0099 -0.0054 0.0250
H 2.132611 -2.938922 6.078112 0.0190 0.0233 -0.0070
H 0.175005 -1.502553 6.545052 0.0120 -0.0098 -0.0056
H -1.034662 -0.393901 4.684713 -0.0157 -0.0458 0.0075
```
Forces are in eV/Å.

---

6.
# C2H5BrS

A cluster of 2 separate species, C2H5BrS in total in a non-equilibrium geometry (ωB97M-V/def2-TZVPD, OMol25).

## Properties
SMILES string = C=CBr.S
electronic energy = -83031.3335 eV
charge = 0
HOMO = -9.66 eV

Geometry as XYZ:
```
9
Properties=species:S:1:pos:R:3:forces:R:3
C -0.355094 -1.500852 -0.101407 0.8740 -1.7612 2.1527
C -1.273252 -0.935942 0.651225 0.2308 1.3646 -4.0821
Br -2.461583 0.456147 -0.039924 0.8626 -0.8455 0.6343
H 0.271409 -2.400588 0.310033 -1.2392 1.9826 -0.8658
H -0.158274 -1.079253 -1.024299 0.5439 0.2487 -1.9947
H -1.419908 -1.253219 1.574196 -1.2729 -0.9800 4.1444
S 1.182744 2.142088 -0.377659 -0.1004 0.5244 0.1779
H 2.021143 3.189156 -0.233281 -0.2461 -0.1184 -0.0025
H 2.192818 1.382463 -0.758885 0.3472 -0.4153 -0.1642
```
Forces are in eV/Å.

---

Question: What is the electronic energy in the third record?
Answer: -39188.2298 eV

---

Question: charge of number 2 (C4H8O3)?
Answer: 0